ORCA calculation (ωB97M-V/def2-TZVPD) on C64H45HfN9O2Se as an isolated structure.

Geometry as XYZ:
```
122
Properties=species:S:1:pos:R:3:lowdin_charge:R:1
Hf 0.290 -0.294 0.407 1.81
C 0.490 -2.521 -6.530 -0.08
C 0.386 -1.185 -6.180 -0.07
C 0.794 -0.749 -4.930 -0.08
C 1.356 -1.631 -3.996 -0.14
C 1.366 -2.992 -4.338 -0.04
C 0.961 -3.425 -5.588 -0.08
C 1.692 -1.147 -2.634 -0.04
C 1.740 0.220 -2.353 -0.24
C 2.253 1.226 -3.254 0.00
C 2.348 2.377 -2.562 0.02
C 1.842 2.118 -1.241 -0.21
C 1.620 3.103 -0.291 -0.09
C 1.807 4.530 -0.685 -0.21
C 0.939 5.092 -1.620 -0.02
C 1.077 6.419 -2.003 -0.06
C 2.087 7.193 -1.449 -0.08
C 2.957 6.639 -0.519 -0.08
C 2.818 5.312 -0.138 -0.04
C 1.119 2.834 0.984 -0.24
N 0.885 1.596 1.496 0.00
C 0.348 1.792 2.757 -0.24
C 0.184 0.802 3.706 -0.07
C -0.483 1.177 4.982 -0.20
C 0.204 1.219 6.192 -0.04
C -0.447 1.589 7.360 -0.07
C -1.794 1.921 7.333 -0.09
C -2.485 1.892 6.131 -0.07
C -1.832 1.525 4.963 -0.03
C 0.712 -0.496 3.553 -0.25
C 0.877 -1.444 4.598 0.01
C 1.558 -2.501 4.067 0.00
C 1.757 -2.218 2.688 -0.26
N 1.212 -0.994 2.374 0.00
C 2.376 -3.085 1.776 -0.07
C 2.430 -2.871 0.414 -0.22
C 3.173 -3.668 -0.513 0.02
C 2.931 -3.169 -1.749 0.00
C 2.045 -2.050 -1.588 -0.22
N 1.775 -1.860 -0.272 0.02
C 3.008 -4.319 2.319 -0.21
C 4.090 -4.229 3.192 -0.03
C 4.681 -5.376 3.699 -0.07
C 4.192 -6.626 3.344 -0.09
C 3.114 -6.723 2.477 -0.07
C 2.527 -5.575 1.963 -0.03
C 0.201 3.204 3.000 0.03
C 0.706 3.846 1.923 0.03
N 1.525 0.782 -1.114 0.02
H 0.161 -2.862 -7.503 0.10
H -0.059 -0.471 -6.862 0.11
H 0.560 0.268 -4.651 0.02
H 1.638 -3.744 -3.617 0.09
H 0.988 -4.483 -5.815 0.10
H 2.581 1.037 -4.261 0.12
H 2.726 3.327 -2.900 0.13
H 0.163 4.481 -2.070 0.10
H 0.400 6.833 -2.741 0.09
H 2.202 8.228 -1.745 0.10
H 3.749 7.241 -0.092 0.10
H 3.498 4.876 0.585 0.12
H 1.261 0.983 6.215 0.12
H 0.103 1.626 8.291 0.10
H -2.302 2.208 8.245 0.10
H -3.534 2.157 6.098 0.10
H -2.370 1.507 4.022 0.11
H 0.544 -1.322 5.614 0.11
H 1.883 -3.394 4.575 0.12
H 3.835 -4.474 -0.246 0.12
H 3.395 -3.466 -2.672 0.11
H 4.471 -3.252 3.464 0.12
H 5.526 -5.294 4.370 0.10
H 4.651 -7.521 3.742 0.10
H 2.726 -7.695 2.200 0.10
H 1.683 -5.649 1.287 0.12
H -0.181 3.641 3.908 0.12
H 0.802 4.907 1.767 0.12
C -2.467 -2.953 2.970 -0.02
C -3.647 -2.247 3.118 -0.02
C -3.772 -1.009 2.517 0.01
C -2.708 -0.503 1.783 -0.20
N -1.552 -1.168 1.681 0.02
C -1.449 -2.375 2.244 -0.11
C -2.779 0.781 1.049 -0.20
C -3.912 1.567 1.004 0.00
C -3.880 2.760 0.287 -0.03
C -2.733 3.108 -0.387 -0.03
C -1.642 2.252 -0.312 -0.15
N -1.649 1.138 0.414 0.04
H -2.331 -3.939 3.388 0.12
H -4.473 -2.661 3.682 0.12
H -4.692 -0.451 2.605 0.11
H -0.521 -2.905 2.082 0.11
H -4.815 1.264 1.512 0.11
H -4.760 3.388 0.247 0.12
H -2.665 3.997 -0.997 0.10
H -0.732 2.481 -0.844 0.07
Se -1.594 1.548 -3.544 0.63
C -1.359 3.341 -4.050 -0.73
C -2.292 4.350 -3.764 -0.16
C -2.013 5.673 -4.059 -0.18
N -0.888 6.101 -4.637 0.02
C -0.017 5.141 -4.958 -0.19
C -0.197 3.797 -4.694 -0.15
H -3.241 4.093 -3.308 0.08
H -2.744 6.439 -3.814 0.10
H 0.897 5.470 -5.446 0.10
H 0.577 3.091 -4.970 0.08
C -4.190 -4.969 -2.670 -0.02
N -3.233 -3.929 -2.330 -0.05
C -2.745 -3.087 -3.282 -0.04
C -1.893 -2.091 -2.975 0.01
C -1.549 -1.970 -1.589 -0.42
O -0.712 -1.021 -1.262 -0.23
N -1.997 -2.784 -0.664 0.20
C -2.884 -3.777 -0.979 -0.50
O -3.374 -4.527 -0.146 0.03
H -4.106 -5.190 -3.732 0.09
H -5.209 -4.651 -2.443 0.10
H -3.973 -5.858 -2.085 0.09
H -3.085 -3.275 -4.291 0.13
H -1.514 -1.403 -3.715 0.07
```

Results
**Highest occupied orbital energy**: -0.2248 Eh
**DFT total energy**: -151264.32666 eV
**Kohn-Sham gap**: 4.5 eV
**Spin multiplicity**: 1
**Energy above the lowest of the compared OMol25 structures with the same formula, charge and spin**: 27.0 kcal per mole